{"formula": "CHClFO2S2", "method": "ωB97M-V/def2-TZVPD", "e_homo_ev": -4.00, "e_above_lowest_kcal_mol": 50.7, "fmax_ev_per_a": 2.6, "e_lumo_ev": 3.34, "total_charge": -1, "multiplicity": 1, "orbital_gap_ev": 7.3387, "symbols": ["C", "O", "O", "F", "S", "S", "Cl", "H"], "xyz": [[-1.268322, 0.397629, -1.691509], [0.047925, 2.758193, -0.571224], [-2.232781, 2.292347, 0.131473], [-1.822236, 0.997584, -2.812263], [-0.327254, 0.349900, 1.042720], [-0.977261, 1.762231, -0.427967], [0.441400, 0.246115, -2.119612], [-1.714616, 0.075667, 1.159663]], "forces_ev_per_a": [[-0.7, 0.5, 0.4], [0.7, 0.3, -0.4], [0.7, -0.7, -0.9], [-0.4, 0.4, -0.2], [-1.8, -0.1, 0.3], [-2.0, 0.5, 1.6], [1.6, -0.9, -0.9], [1.8, 0.1, 0.1]]}



{"formula": "CHClFO3", "method": "ωB97M-V/def2-TZVPD", "e_homo_ev": [-17.42, -17.42], "e_above_lowest_kcal_mol": 68.3, "fmax_ev_per_a": 3.0, "e_lumo_ev": [-7.68, -7.66], "total_charge": 1, "multiplicity": 1, "orbital_gap_ev": [9.7420, 9.7569], "symbols": ["C", "O", "O", "O", "F", "Cl", "H"], "xyz": [[-0.038690, -0.638013, -0.496551], [-3.113810, -0.295657, 2.246508], [-1.243449, -0.883923, 1.316798], [-2.318685, -0.157004, 1.380029], [-1.042189, -0.510097, -1.355887], [0.609584, -2.112853, -0.388671], [0.519099, 0.171809, -0.035074]], "forces_ev_per_a": [[-2.0, -1.0, -1.2], [-0.2, -0.9, 1.2], [-0.6, 0.0, 0.6], [0.9, 1.0, -2.0], [2.2, 0.5, 1.9], [0.2, -0.3, -0.1], [-0.6, 0.6, -0.4]]}



{"formula": "CHClFO3", "method": "ωB97M-V/def2-TZVPD", "e_homo_ev": [-17.85, -17.86], "e_above_lowest_kcal_mol": 70.5, "fmax_ev_per_a": 1.6, "e_lumo_ev": [-7.96, -7.97], "total_charge": 1, "multiplicity": 1, "orbital_gap_ev": [9.8930, 9.8894], "symbols": ["C", "O", "O", "O", "F", "Cl", "H"], "xyz": [[1.049966, 0.444933, 0.028725], [-2.622524, -0.950641, -0.192566], [-0.712334, -0.591996, 0.628061], [-1.676786, -0.238634, -0.153527], [0.427838, 0.898082, -1.005706], [2.227331, -0.625711, -0.219653], [1.306508, 1.063966, 0.914665]], "forces_ev_per_a": [[0.3, 1.1, -0.3], [-1.1, -0.8, 0.1], [0.6, -0.1, 0.2], [1.1, 0.9, -0.2], [0.4, 0.2, 0.8], [0.2, -1.3, -0.3], [-1.5, 0.0, -0.4]]}



{"formula": "CHClIO3S", "method": "ωB97M-V/def2-TZVPD", "e_homo_ev": -4.84, "e_above_lowest_kcal_mol": 0.0, "fmax_ev_per_a": 3.4, "e_lumo_ev": 2.92, "total_charge": -1, "multiplicity": 1, "orbital_gap_ev": 7.7631, "symbols": ["C", "O", "O", "O", "S", "Cl", "I", "H"], "xyz": [[-0.856308, 0.480112, -0.422167], [1.603624, -0.943940, -0.773580], [0.137551, -1.895341, 0.947747], [1.340152, 0.200454, 1.389210], [0.808237, -0.727590, 0.413256], [-2.058454, 0.778093, 0.774114], [0.307659, 2.118734, -1.034530], [-1.282462, -0.010521, -1.294048]], "forces_ev_per_a": [[2.7, -1.9, 0.6], [0.1, 0.0, -0.1], [0.0, 0.1, 0.0], [0.0, -0.2, -0.1], [-2.3, 1.0, -0.6], [-0.5, 0.2, 0.4], [-0.3, 0.8, -0.4], [0.1, 0.1, 0.1]]}



{"formula": "CHClN4OP", "method": "ωB97M-V/def2-TZVPD", "e_homo_ev": -3.70, "e_above_lowest_kcal_mol": 62.1, "fmax_ev_per_a": 3.8, "e_lumo_ev": 3.62, "total_charge": -1, "multiplicity": 1, "orbital_gap_ev": 7.3203, "symbols": ["C", "N", "N", "N", "N", "O", "P", "Cl", "H"], "xyz": [[-1.218436, -0.828301, -0.382061], [2.581815, 0.731852, 0.799752], [1.716225, 0.960130, -0.003317], [-1.942611, -1.169146, -1.298931], [3.588491, 0.653984, 1.317907], [-0.394454, 1.908949, -0.886801], [-0.127315, 0.963264, 0.160049], [-1.462228, -1.375651, 1.306752], [-2.741488, -1.845081, -1.013350]], "forces_ev_per_a": [[2.4, 1.7, 1.1], [0.8, 0.5, -1.1], [-0.4, -0.8, -0.3], [-2.9, -2.0, -1.3], [-0.1, -0.4, 1.0], [-1.1, 2.2, -2.8], [0.3, -1.3, 2.7], [-0.6, -1.1, 1.1], [1.6, 1.2, -0.5]]}



{"formula": "CHClNO2PS", "method": "ωB97M-V/def2-TZVPD", "e_homo_ev": -9.27, "e_above_lowest_kcal_mol": 18.9, "fmax_ev_per_a": 5.5, "e_lumo_ev": 0.06, "multiplicity": 1, "orbital_gap_ev": 9.3268, "symbols": ["C", "N", "O", "O", "P", "S", "Cl", "H"], "xyz": [[1.089035, -1.455588, 0.095776], [1.303500, -0.342100, -0.683153], [2.210980, -1.782662, 0.651343], [3.836711, -0.386733, -1.147238], [2.867661, 0.029172, -0.203792], [2.338454, 1.390035, 1.039270], [-0.271628, -2.271262, 0.369452], [0.745353, 0.101619, -1.447243]], "forces_ev_per_a": [[5.0, 1.9, -1.0], [-3.1, -2.5, -1.4], [-2.0, 1.2, -0.6], [2.7, -0.5, -1.7], [-2.6, 1.1, 2.8], [1.8, 0.5, 0.4], [-2.2, -0.9, 0.1], [0.4, -0.8, 1.4]]}